A structure of composition C45H47AsN7S2Se4Sn. Source: the OMol25 dataset; level of theory: ωB97M-V/def2-TZVPD.

Atoms and positions in Å:
Sn  0.22570  1.62630  -0.37606
Se  2.61495  2.24409  -1.87482
Se  2.04060  4.38040  -2.62843
Se  0.08273  3.98968  -3.79549
Se  -1.38875  3.41388  -2.06562
S  -1.43627  0.42697  2.28896
C  -1.25980  2.09018  2.50694
N  -1.08118  2.98137  1.55162
C  -0.95142  4.26883  2.04204
C  -0.74866  5.40434  1.25711
C  -0.59858  6.63056  1.88115
C  -0.65122  6.74390  3.27213
C  -0.85648  5.62280  4.06156
C  -1.00274  4.38974  3.43978
S  -1.24402  2.81381  4.13098
H  -0.71543  5.30039  0.17908
H  -0.44016  7.51674  1.27901
H  -0.53190  7.71340  3.73971
H  -0.89755  5.70668  5.14057
C  2.77845  -2.96967  -3.37939
N  2.84632  -1.86658  -2.44954
C  3.93577  -1.89903  -1.50844
C  1.74433  -1.06291  -2.20851
N  1.31050  -0.75747  -1.01185
C  1.27472  -1.78193  -0.05025
C  0.85061  -3.02201  -0.49255
C  0.72230  -4.13067  0.35409
C  0.96096  -3.98425  1.68540
C  1.34080  -2.72430  2.20977
C  1.49912  -2.62033  3.61376
C  1.82568  -1.43007  4.18422
C  2.05453  -0.31748  3.36623
C  1.96785  -0.37564  1.99323
N  2.24719  0.80884  1.28923
C  3.32715  1.47067  1.59632
N  3.37014  2.83209  1.51839
C  2.16174  3.61978  1.62605
C  4.51357  3.53835  0.97212
N  4.52015  0.91313  2.02864
C  5.27479  1.52671  3.10043
C  4.88129  -0.46141  1.77259
C  1.54216  -1.59562  1.35664
N  1.12882  -0.59365  -3.31458
C  -0.25399  -0.15878  -3.27988
C  1.83993  -0.21757  -4.52144
H  3.59257  -2.93222  -4.11061
H  1.83229  -2.94898  -3.91448
H  2.84703  -3.91997  -2.83505
H  4.88206  -1.97481  -2.05186
H  3.86284  -2.73487  -0.80189
H  3.93263  -0.96416  -0.95642
H  0.58276  -3.11977  -1.53785
H  0.40321  -5.08432  -0.05209
H  0.83951  -4.81314  2.37251
H  1.31838  -3.50138  4.21746
H  1.89849  -1.33063  5.26014
H  2.28449  0.64067  3.81775
H  1.42438  3.07238  2.20553
H  1.75250  3.88568  0.64382
H  2.39108  4.55219  2.14858
H  5.30832  2.83737  0.73050
H  4.88829  4.27856  1.68668
H  4.21814  4.04394  0.05016
H  4.81426  2.46490  3.39627
H  6.30958  1.72254  2.80167
H  5.29072  0.85815  3.96958
H  4.33699  -0.83644  0.91552
H  4.66167  -1.11343  2.62447
H  5.95282  -0.51056  1.55642
H  -0.73034  -0.53377  -2.37696
H  -0.78160  -0.56911  -4.14558
H  -0.32408  0.93129  -3.31033
H  2.90837  -0.35981  -4.39134
H  1.65721  0.84141  -4.71685
H  1.49036  -0.80768  -5.37467
C  -2.72526  -3.18595  -4.84685
C  -2.27370  -3.90515  -3.74746
C  -2.28304  -3.32544  -2.48671
C  -2.75030  -2.02590  -2.30227
C  -3.20350  -1.31434  -3.40815
C  -3.19186  -1.89135  -4.67224
As  -2.53644  -1.17913  -0.52945
C  -4.14981  -0.09754  -0.58461
C  -4.27510  1.17295  -1.12339
C  -5.50187  1.82275  -1.06091
C  -6.58671  1.20592  -0.45080
C  -6.45641  -0.05832  0.10678
C  -5.23397  -0.71678  0.04571
C  -4.93680  -2.04434  0.62248
C  -5.83259  -2.85041  1.31567
C  -5.41023  -4.06516  1.83637
C  -4.09195  -4.47557  1.68421
C  -3.18875  -3.67174  0.99886
C  -3.61529  -2.47226  0.45308
H  -2.71532  -3.63398  -5.83282
H  -1.91409  -4.91979  -3.87288
H  -1.93023  -3.89701  -1.63493
H  -3.56511  -0.29978  -3.28916
H  -3.54639  -1.32277  -5.52355
H  -3.42426  1.66459  -1.58290
H  -5.60242  2.81725  -1.47686
H  -7.53882  1.71945  -0.39693
H  -7.30586  -0.52068  0.59524
H  -6.85810  -2.53200  1.45877
H  -6.11057  -4.68911  2.37801
H  -3.76316  -5.41434  2.11286
H  -2.15180  -3.97227  0.91284

Output
Gap between HOMO and LUMO ... 6.02 eV
Energy above the lowest of the compared OMol25 structures with the same formula, charge and spin ... 10.6 kcal per mole
Charge ... -1
HOMO level ... -3.753 eV
F_max ... 0.39 eV/Å

These are the Mulliken partial charges, in e, on atoms 1 to 2: number 1, Sn, carries 1.000; number 2, Se, carries -0.247